DFT (ωB97M-V/def2-TZVPD) results for a single C4H6ClN3 molecule in a non-equilibrium geometry.

Results
E_tot	-21234.1156	eV
gap between HOMO and LUMO (spin up / spin down)	8.111 / 8.112	eV
energy relative to the best compared isomer or geometry (same formula, charge and spin)	110.4	kcal per mole
charge	0

The geometry in XYZ format:
```
14
C4H6ClN3 | OMol25 | ωB97M-V/def2-TZVPD
C 0.30136 1.19490 -0.16969
C -1.06736 0.93921 -0.39075
C 1.26084 0.26588 -0.08250
C -1.83653 -0.08852 0.12562
N 1.15046 -1.11847 -0.36135
N 0.21384 -1.70079 -0.90393
N -1.46256 -1.08127 0.97302
Cl -3.57544 -0.04015 -0.16504
H 0.60767 2.21709 -0.14730
H -1.62383 1.70980 -0.87105
H 2.37214 0.60479 0.03120
H 2.07204 -1.66382 -0.14226
H -0.76662 -1.71803 0.84883
H -2.24076 -1.61875 1.28921
```

Mulliken atomic charge list, values in e, 5 entries:
1. C -0.156
2. C -0.589
3. C -0.343
4. C 0.584
5. N 0.336